[1]
The following is a quantum chemistry calculation of a 13-piece molecular cluster, C27H80F2NO17P2 overall in a non-equilibrium geometry, from OMol25.

Last column: Löwdin charge in e.
Positions of all 129 atoms, in Å:
C: -1.97 4.12 -4.21  -0.112
O: -2.72 4.53 -3.10  -0.217
C: -4.00 3.90 -3.06  -0.208
C: -3.88 2.41 -2.79  -0.178
C: -5.06 1.84 -2.01  -0.221
C: -4.84 0.40 -1.54  -0.198
C: -3.48 0.19 -0.86  -0.219
C: -3.49 -0.90 0.20  -0.208
C: -2.14 -0.91 0.94  -0.215
C: -1.17 -1.99 0.45  -0.218
C: 0.24 -1.39 0.32  -0.279
C: 0.84 -1.18 1.71  -0.320
P: 2.04 0.31 1.99  0.457
C: 2.73 0.28 0.21  -0.333
C: 3.91 1.18 0.07  -0.275
F: 4.21 1.36 -1.30  -0.110
C: 3.42 -0.93 2.65  -0.495
O: 4.41 -1.30 2.06  0.001
N: 3.20 -1.51 3.99  0.095
C: 3.33 -0.58 5.05  -0.517
O: 2.73 -0.63 6.12  0.091
F: 4.25 0.38 4.83  0.100
P: 0.41 1.81 1.45  0.719
O: 1.17 3.28 1.27  -0.347
O: -0.58 1.88 2.79  -0.362
H: -1.50 3.15 -4.07  0.087
H: -2.57 4.12 -5.12  0.081
H: -1.16 4.83 -4.33  0.088
H: -4.54 4.41 -2.27  0.117
H: -4.51 4.10 -4.00  0.118
H: -2.92 2.23 -2.31  0.108
H: -3.86 1.90 -3.75  0.118
H: -5.90 1.81 -2.70  0.100
H: -5.38 2.49 -1.21  0.095
H: -4.87 -0.21 -2.43  0.109
H: -5.66 0.14 -0.88  0.101
H: -2.74 -0.06 -1.62  0.120
H: -3.19 1.11 -0.38  0.106
H: -4.27 -0.68 0.92  0.102
H: -3.71 -1.87 -0.24  0.107
H: -1.70 0.07 0.79  0.047
H: -2.31 -0.98 2.01  0.105
H: -1.54 -2.31 -0.52  0.089
H: -1.12 -2.81 1.16  0.106
H: 0.82 -2.11 -0.25  0.084
H: 0.11 -0.47 -0.24  0.062
H: 1.41 -2.08 1.95  0.067
H: 0.05 -1.11 2.45  0.065
H: 2.95 1.42 2.31  -0.014
H: 1.57 0.39 3.40  -0.020
H: 2.99 -0.73 -0.11  0.075
H: 2.01 0.65 -0.52  0.060
H: 4.80 0.77 0.51  0.098
H: 3.69 2.17 0.44  0.085
H: 3.97 -2.17 4.10  0.124
H: 0.81 3.63 0.45  0.002
H: -0.15 2.30 3.54  0.031
C: -8.71 2.11 -1.47  -0.147
O: -7.74 3.14 -1.39  -0.128
H: -8.20 1.15 -1.57  0.078
H: -9.33 2.10 -0.57  0.064
H: -9.35 2.25 -2.35  0.063
H: -8.21 3.97 -1.31  0.072
C: -3.05 4.70 0.59  -0.146
O: -1.95 4.83 -0.29  -0.130
H: -2.72 4.98 1.59  0.046
H: -3.87 5.35 0.29  0.078
H: -3.40 3.66 0.62  0.076
H: -2.24 4.57 -1.17  0.030
C: -2.80 5.80 4.27  -0.156
O: -4.13 5.68 3.75  -0.130
H: -2.13 5.98 3.43  0.068
H: -2.73 6.65 4.96  0.072
H: -2.50 4.89 4.78  0.080
H: -4.71 5.52 4.49  0.066
C: -0.19 -5.06 -1.28  -0.147
O: -1.55 -4.79 -1.63  -0.130
H: 0.15 -4.25 -0.63  0.056
H: -0.12 -6.01 -0.73  0.076
H: 0.43 -5.10 -2.17  0.078
H: -1.85 -5.51 -2.20  0.064
C: -12.37 3.29 -0.01  -0.151
O: -11.06 3.80 0.16  -0.129
H: -12.30 2.41 -0.64  0.065
H: -12.81 3.01 0.95  0.077
H: -13.02 4.03 -0.51  0.076
H: -11.11 4.58 0.72  0.076
C: 7.68 -2.27 0.11  -0.170
O: 6.46 -2.24 -0.61  -0.123
H: 8.50 -2.22 -0.60  0.080
H: 7.74 -1.42 0.79  0.082
H: 7.76 -3.21 0.68  0.057
H: 5.75 -2.29 0.04  0.057
C: 9.92 -2.45 3.05  -0.130
O: 10.65 -2.03 1.90  -0.136
H: 9.57 -1.57 3.58  0.086
H: 9.06 -3.06 2.75  0.069
H: 10.57 -3.04 3.71  0.077
H: 10.94 -2.83 1.44  0.083
C: -11.22 -0.06 -3.39  -0.158
O: -10.00 0.34 -3.99  -0.129
H: -11.01 -0.95 -2.79  0.080
H: -11.62 0.72 -2.74  0.062
H: -11.97 -0.32 -4.15  0.074
H: -10.18 1.12 -4.52  0.072
C: 14.11 -0.83 2.13  -0.174
O: 13.08 -0.42 1.25  -0.127
H: 14.88 -0.06 2.12  0.072
H: 13.73 -0.94 3.15  0.074
H: 14.56 -1.78 1.81  0.072
H: 12.40 -1.11 1.26  0.031
C: -0.24 2.43 -6.97  -0.153
O: -1.66 2.39 -6.99  -0.134
H: 0.06 3.32 -6.43  0.072
H: 0.18 1.56 -6.47  0.081
H: 0.17 2.49 -7.99  0.073
H: -1.92 1.60 -7.47  0.070
C: 6.28 -6.36 0.31  -0.143
O: 7.54 -5.92 -0.19  -0.139
H: 6.44 -7.27 0.88  0.045
H: 5.84 -5.61 0.96  0.079
H: 5.60 -6.57 -0.52  0.079
H: 7.38 -5.11 -0.68  0.054
C: 7.26 -8.74 3.30  -0.155
O: 6.01 -8.72 2.61  -0.137
H: 8.05 -8.68 2.56  0.078
H: 7.34 -7.88 3.98  0.078
H: 7.38 -9.66 3.87  0.073
H: 5.32 -8.77 3.27  0.076

As for the total energy: -3292.75008 Eh. The value obtained for the HOMO energy is -3.393 eV. For the orbital gap, the calculation gives 5.034 eV. The strongest force on any atom comes out at 3.65 eV Å⁻¹. The LUMO energy comes out at 0.060 Eh. The total charge is -1.


[2]
The following is a quantum chemistry calculation of a 4-piece molecular cluster, C23H30Br2F9N2O15P2S overall in a non-equilibrium geometry, from OMol25.

Last column: Löwdin charge in e.
Positions of all 84 atoms, in Å:
C: 2.86 -6.70 0.17  0.111
C: 3.62 -5.64 0.28  -0.061
C: 4.31 -4.16 0.37  -0.123
N: 3.47 -3.10 -0.29  -0.030
C: 3.10 -3.51 -1.71  -0.308
N: 4.23 -4.11 -2.47  0.085
C: 2.56 -2.25 -2.57  -0.450
P: 1.31 -2.88 -3.90  0.900
P: 2.21 -2.64 -5.90  0.459
O: 2.34 -1.14 -6.31  -0.360
O: 1.23 -3.36 -7.15  -0.192
O: 3.83 -3.26 -5.89  -0.236
O: 2.02 -1.15 -1.78  -0.166
C: 2.98 -0.69 -0.77  -0.351
C: 2.06 -0.27 0.52  -0.119
C: 0.49 -0.64 0.32  -0.115
C: -0.21 -0.48 1.79  -0.696
F: 0.28 -1.60 2.61  -0.103
Br: 0.12 1.27 2.65  0.817
C: -1.83 -0.69 1.72  -0.720
F: -2.41 0.42 1.00  -0.059
F: -2.05 -1.91 0.94  -0.048
Br: -2.67 -1.02 3.49  0.842
S: 3.66 0.94 -1.47  0.890
O: 2.41 1.77 -1.80  -0.289
O: 4.44 1.75 -0.45  -0.287
C: 4.57 0.73 -3.09  -0.373
F: 5.19 2.01 -3.37  0.066
F: 3.69 0.50 -4.22  0.062
F: 5.64 -0.23 -3.06  0.049
C: 4.14 -1.75 -0.41  -0.179
C: 5.01 -1.34 0.92  -0.154
C: 6.61 -1.72 0.74  -0.081
H: 2.00 -7.48 0.19  0.086
H: 4.47 -3.99 1.51  0.151
H: 5.39 -4.22 -0.08  0.149
H: 2.58 -3.05 0.26  0.206
H: 2.23 -4.29 -1.70  0.151
H: 3.90 -4.79 -3.17  0.094
H: 4.85 -3.41 -2.89  0.097
H: 3.44 -1.81 -3.19  0.115
H: 1.10 -4.31 -3.74  -0.055
H: 1.15 -4.32 -6.92  0.070
H: 3.84 -4.06 -5.29  0.041
H: 2.39 -0.79 1.49  0.124
H: 2.21 0.87 0.69  0.107
H: -0.07 0.10 -0.37  0.150
H: 0.32 -1.75 0.03  0.135
H: 4.94 -1.88 -1.25  0.154
H: 4.99 -0.21 1.13  0.117
H: 4.58 -1.85 1.87  0.126
H: 6.78 -2.77 1.17  0.076
H: 7.18 -0.96 1.40  0.100
H: 6.98 -1.57 -0.34  0.092
C: -3.71 2.56 -0.25  -0.083
C: -3.97 3.02 -1.65  -0.319
O: -4.95 4.02 -1.48  0.154
C: -4.73 4.54 -0.24  -0.497
O: -5.19 5.58 0.15  0.154
O: -3.92 3.74 0.51  0.087
F: -4.49 2.03 -2.40  0.083
H: -4.41 1.79 0.08  0.148
H: -2.69 2.19 -0.12  0.121
H: -3.09 3.45 -2.15  0.180
C: -5.13 8.63 0.29  -0.075
C: -6.35 9.40 0.69  -0.323
O: -6.05 10.72 0.31  0.139
C: -5.21 10.60 -0.76  -0.527
O: -4.95 11.50 -1.52  0.163
O: -4.69 9.34 -0.86  0.075
F: -6.52 9.37 2.04  0.075
H: -4.35 8.66 1.06  0.151
H: -5.35 7.59 0.05  0.102
H: -7.27 9.07 0.20  0.178
C: -5.98 -2.21 7.35  -0.067
C: -5.31 -1.69 6.13  -0.343
O: -5.09 -2.85 5.36  0.106
C: -6.10 -3.70 5.70  -0.522
O: -6.41 -4.68 5.07  0.175
O: -6.72 -3.31 6.85  0.083
F: -4.10 -1.14 6.42  0.041
H: -5.27 -2.56 8.11  0.151
H: -6.64 -1.47 7.81  0.147
H: -5.90 -0.97 5.55  0.178

As for the total energy: -9259.70573 Eh. Its relative energy (zero: lowest compared OMol25 entry of this formula, charge and spin) is 7.0453 eV. The value obtained for the HOMO energy is -11.887 eV. For the orbital gap, the calculation gives 8.502 eV. The strongest force on any atom comes out at 8.36 eV Å⁻¹. The LUMO energy comes out at -0.124 Eh. The total charge is +1.


[3]
The following is a quantum chemistry calculation of C58H48FGeHgN3OP3S2 as an isolated structure, from OMol25.

Last column: Löwdin charge in e.
Positions of all 118 atoms, in Å:
Hg: 0.10 3.24 -1.96  0.636
F: -0.67 -0.95 -0.12  -0.339
Ge: 0.20 -2.02 0.98  0.896
C: 0.99 -3.32 -0.30  -0.245
C: 1.41 -4.53 0.26  -0.128
C: 2.13 -5.47 -0.47  -0.101
C: 2.47 -5.19 -1.78  -0.099
C: 2.06 -4.00 -2.36  -0.096
C: 1.30 -3.06 -1.65  -0.359
P: 0.83 -1.44 -2.45  1.091
C: 1.54 -1.62 -4.14  -0.383
C: 2.53 -0.71 -4.51  -0.129
C: 3.10 -0.76 -5.77  -0.086
C: 2.69 -1.71 -6.69  -0.114
C: 1.68 -2.61 -6.34  -0.105
C: 1.11 -2.56 -5.08  -0.119
C: -0.93 -1.74 -2.91  -0.373
C: -1.75 -2.71 -2.34  -0.089
C: -3.10 -2.79 -2.68  -0.096
C: -3.63 -1.91 -3.61  -0.121
C: -2.82 -0.94 -4.18  -0.102
C: -1.48 -0.85 -3.83  -0.101
C: -1.15 -2.72 2.15  -0.324
C: -1.36 -4.09 2.23  -0.180
C: -2.32 -4.67 3.08  -0.153
C: -3.15 -3.79 3.83  -0.156
C: -2.99 -2.44 3.76  -0.161
C: -1.95 -1.83 2.96  -0.454
P: -1.92 -0.07 2.73  1.042
C: -2.06 0.68 4.40  -0.375
C: -2.29 2.05 4.50  -0.135
C: -2.34 2.69 5.73  -0.107
C: -2.14 1.96 6.90  -0.121
C: -1.87 0.60 6.81  -0.102
C: -1.84 -0.04 5.57  -0.092
C: -3.64 0.25 2.07  -0.338
C: -4.70 0.87 2.73  -0.098
C: -5.95 0.99 2.12  -0.110
C: -6.15 0.50 0.84  -0.121
C: -5.10 -0.13 0.17  -0.099
C: -3.86 -0.25 0.79  -0.117
C: 1.73 -1.32 2.01  -0.258
C: 2.03 -2.18 3.08  -0.118
C: 3.09 -1.92 3.93  -0.098
C: 3.87 -0.79 3.73  -0.093
C: 3.58 0.06 2.68  -0.098
C: 2.52 -0.18 1.81  -0.385
P: 2.21 0.84 0.27  1.014
C: 2.12 2.50 1.08  -0.381
C: 2.44 3.68 0.40  -0.184
C: 2.27 4.92 1.00  -0.100
C: 1.77 5.01 2.29  -0.104
C: 1.43 3.85 2.97  -0.097
C: 1.59 2.61 2.37  -0.103
C: 3.98 0.72 -0.26  -0.391
C: 4.37 -0.51 -0.81  -0.103
C: 5.68 -0.74 -1.20  -0.095
C: 6.64 0.25 -1.06  -0.117
C: 6.27 1.47 -0.51  -0.099
C: 4.96 1.70 -0.11  -0.095
H: 1.20 -4.74 1.30  0.082
H: 2.44 -6.39 0.00  0.093
H: 3.06 -5.89 -2.35  0.093
H: 2.35 -3.80 -3.38  0.083
H: 2.81 0.08 -3.81  -0.031
H: 3.87 -0.04 -6.04  0.098
H: 3.14 -1.75 -7.68  0.088
H: 1.34 -3.35 -7.06  0.090
H: 0.32 -3.25 -4.82  0.109
H: -1.35 -3.39 -1.60  0.095
H: -3.72 -3.53 -2.21  0.098
H: -4.68 -1.97 -3.88  0.088
H: -3.23 -0.24 -4.90  0.093
H: -0.86 -0.06 -4.25  0.106
H: -0.78 -4.76 1.60  0.065
H: -2.45 -5.74 3.11  0.060
H: -3.94 -4.20 4.45  0.078
H: -3.67 -1.80 4.32  0.089
H: -2.41 2.64 3.60  0.106
H: -2.51 3.76 5.78  0.094
H: -2.16 2.45 7.86  0.087
H: -1.69 0.02 7.71  0.092
H: -1.62 -1.10 5.51  0.093
H: -4.57 1.26 3.73  0.087
H: -6.76 1.47 2.65  0.089
H: -7.12 0.60 0.36  0.086
H: -5.24 -0.52 -0.83  0.090
H: -3.05 -0.75 0.27  0.084
H: 1.40 -3.04 3.27  0.091
H: 3.30 -2.60 4.75  0.092
H: 4.70 -0.57 4.40  0.093
H: 4.20 0.94 2.53  0.106
H: 2.79 3.61 -0.62  0.018
H: 2.50 5.82 0.45  0.102
H: 1.62 5.98 2.75  0.093
H: 1.01 3.90 3.97  0.092
H: 1.29 1.72 2.91  0.092
H: 3.63 -1.29 -0.92  0.088
H: 5.94 -1.70 -1.63  0.095
H: 7.66 0.07 -1.37  0.086
H: 7.01 2.25 -0.38  0.092
H: 4.70 2.66 0.32  0.089
N: -1.82 2.06 -0.79  0.015
H: -2.38 2.66 -0.20  0.029
H: -1.23 1.50 -0.17  -0.002
H: -2.44 1.40 -1.25  0.016
O: -0.64 7.35 -0.26  -0.033
C: -0.62 6.23 -0.70  -0.602
N: -0.63 5.13 -1.13  -0.056
S: -3.81 4.89 -4.82  0.964
C: -2.30 5.36 -5.48  -0.423
C: -1.32 4.58 -4.96  -0.251
N: -1.73 3.63 -4.07  -0.057
C: -3.01 3.68 -3.90  -0.496
H: -2.22 6.17 -6.18  0.055
H: -0.26 4.66 -5.18  0.107
H: -3.56 3.03 -3.22  0.069
S: 1.96 2.05 -2.66  -0.286

As for the total energy: -6629.22568 Eh. As for the spin multiplicity: 2. The value obtained for the HOMO energy (alpha / beta) is 0.420 / -1.710 eV. For the orbital gap (alpha / beta), the calculation gives 3.074 / 5.203 eV. The strongest force on any atom comes out at 0.63 eV Å⁻¹. The LUMO energy (alpha / beta) comes out at 0.128 / 0.128 Eh. As for the expectation value of S²: 0.763. The total charge is -2.